Computed, not measured: a structure of composition C33H25BBrF4N2O3PTc, with ωB97M-V/def2-TZVPD.

The geometry in XYZ format:
```
71
Properties=species:S:1:pos:R:3:lowdin_spin:R:1
Tc 0.6660 -0.8672 0.2927 1.776
C -0.4714 4.8588 3.2680 0.000
C 0.5150 3.8900 3.3901 0.000
C 0.5583 2.8198 2.5071 -0.001
C -0.3898 2.7061 1.4915 -0.006
C -1.3820 3.6804 1.3750 -0.001
C -1.4204 4.7516 2.2598 0.000
P -0.1860 1.3720 0.2466 0.004
C -1.8253 1.3455 -0.5572 0.004
C -2.0179 1.5845 -1.9127 0.001
C -3.2873 1.4609 -2.4702 0.000
C -4.3647 1.0852 -1.6817 0.001
C -4.1763 0.8271 -0.3256 0.001
C -2.9129 0.9570 0.2319 0.003
C 1.0130 2.1459 -0.8709 -0.001
C 0.8484 3.3600 -1.4779 0.008
C 1.9038 3.9191 -2.2304 -0.005
C 3.1052 3.2697 -2.3098 0.006
C 3.3083 2.0209 -1.6707 -0.002
C 4.5565 1.3449 -1.7109 0.033
C 4.7101 0.1639 -1.0491 -0.002
C 3.6190 -0.4353 -0.3655 0.042
C 2.3793 0.1435 -0.3478 -0.021
C 2.2339 1.4291 -0.9681 0.007
H -0.4996 5.6975 3.9537 0.000
H 1.2574 3.9666 4.1764 0.000
H 1.3321 2.0722 2.6025 0.000
H -2.1297 3.6117 0.5933 0.000
H -2.1937 5.5040 2.1558 0.000
H -1.1712 1.8451 -2.5390 0.000
H -3.4331 1.6633 -3.5248 0.000
H -5.3506 0.9864 -2.1218 0.000
H -5.0138 0.5277 0.2944 0.000
H -2.7621 0.7627 1.2894 0.000
H -0.0839 3.9064 -1.3715 0.001
H 1.7644 4.8746 -2.7238 0.000
H 3.9293 3.7096 -2.8636 0.000
H 5.3807 1.7898 -2.2597 0.002
H 5.6700 -0.3401 -1.0544 -0.001
H 3.7866 -1.3763 0.1469 0.002
F 2.2840 0.3239 2.6210 -0.002
C 1.6618 -0.8621 2.2269 0.029
F 2.7115 -1.8123 2.3039 0.000
H 1.0232 -1.1233 3.0814 0.016
Br 2.4531 -7.2861 -0.8666 0.002
C 2.0393 -5.4883 -0.5172 0.007
C 1.3240 -5.1491 0.6157 -0.001
C 1.0335 -3.8156 0.8221 0.012
N 1.3900 -2.8417 -0.0240 0.005
C 2.1017 -3.1906 -1.1048 0.008
C 2.4493 -4.4989 -1.3875 -0.002
H 1.0091 -5.8953 1.3313 0.000
H 0.4992 -3.5067 1.7104 0.003
H 2.3901 -2.3829 -1.7654 0.001
H 3.0164 -4.7286 -2.2786 0.000
O -1.0952 -1.5641 -2.1207 0.113
C -1.7970 -2.0015 -1.1101 0.197
C -3.1265 -2.6546 -1.3489 0.015
C -3.5578 -3.0826 0.0697 0.056
C -2.4387 -2.5361 0.8820 0.442
O -2.4345 -2.6579 2.2410 0.093
N -1.4523 -1.9453 0.1658 0.049
H -3.0223 -3.4857 -2.0450 0.006
H -3.8037 -1.9275 -1.7975 0.007
H -3.6435 -4.1663 0.1885 0.019
H -4.5159 -2.6503 0.3704 0.017
F -1.8549 -2.2349 4.4355 0.007
B -1.8420 -1.8525 3.1661 0.028
F -1.2368 -0.7122 2.8551 0.018
O 0.7505 -0.4890 -2.7961 -0.001
C 0.2190 -0.8169 -1.7924 0.005
```

LUMO energy (spin up / spin down) = -0.051 / -0.683 eV
<S²> = 3.786
E = -136829.238 eV
Charge = 0
HOMO level (spin up / spin down) = -6.64 / -7.76 eV
Gap between HOMO and LUMO (spin up / spin down) = 6.6 / 7.1 eV
2S+1 = 4
Maximum force = 0.9 eV/A

=====

Computed, not measured: a structure of composition C27H29F6GeN2O6OsP, with ωB97M-V/def2-TZVPD.

The geometry in XYZ format:
```
73
Properties=species:S:1:pos:R:3:lowdin_spin:R:1
Os -2.3052 -0.2769 -0.1438 2.835
C -3.8714 -1.0538 3.7912 -0.003
C -3.5405 -1.1407 2.3453 -0.017
N -2.4419 -0.5679 1.8493 0.057
O -1.7043 0.2714 2.6775 0.047
C -4.3690 -1.7688 1.4056 -0.020
C -5.5586 -2.6141 1.6989 -0.005
N -4.0172 -1.5057 0.1213 0.105
O -4.6560 -1.9588 -0.8184 0.262
H -2.9794 -0.9031 4.3931 0.000
H -4.3953 -1.9478 4.1204 0.000
H -4.5438 -0.2039 3.9399 -0.001
H -2.2651 1.0639 2.7795 0.001
H -5.4038 -3.2094 2.5965 0.000
H -5.7459 -3.2826 0.8619 0.000
H -6.4529 -2.0031 1.8377 -0.002
F -4.5484 1.3050 -0.1672 0.039
P -3.8511 2.6870 0.3432 0.003
F -3.9221 3.2798 -1.1220 0.001
F -5.2200 3.3074 0.7959 0.001
F -2.3486 1.9131 -0.1475 0.100
F -3.6356 1.9554 1.7944 0.001
F -2.9657 3.9019 0.8517 0.002
O -0.1314 -0.9823 -0.2961 0.099
C -0.4151 -2.0368 -0.9991 0.020
O -1.5953 -2.3535 -1.1760 0.119
C 0.7561 -2.7741 -1.5748 0.009
C 1.8986 -1.8079 -1.8965 0.024
Ge 2.0394 -0.4014 -0.5413 0.101
C 2.5798 -1.0665 1.1781 -0.001
C 2.7821 -0.2247 2.2741 0.003
C 3.2162 -0.7334 3.4886 0.000
C 3.4631 -2.0921 3.6245 0.005
C 3.2831 -2.9401 2.5427 -0.001
C 2.8491 -2.4280 1.3289 0.004
C 3.9653 0.4629 -1.3128 0.433
C 4.6779 1.2047 -0.3935 0.075
C 6.0232 1.4146 -0.6788 0.024
C 6.5574 0.9753 -1.8822 0.022
C 5.7680 0.3151 -2.8153 0.032
C 4.4195 0.0840 -2.5575 0.076
C 1.4091 1.4262 -0.5783 0.079
C 1.5925 2.2816 -1.6656 0.027
C 1.1136 3.5837 -1.6171 0.001
C 0.4812 4.0475 -0.4754 0.020
C 0.3076 3.2056 0.6156 0.012
C 0.7631 1.8993 0.5700 0.020
H 0.4272 -3.3394 -2.4457 0.002
H 1.0628 -3.5009 -0.8186 0.000
H 1.7393 -1.3327 -2.8657 0.000
H 2.8547 -2.3287 -1.9344 0.000
H 2.5998 0.8396 2.1910 0.001
H 3.3668 -0.0682 4.3282 0.000
H 3.8026 -2.4880 4.5722 0.000
H 3.4882 -3.9975 2.6412 0.000
H 2.7365 -3.1069 0.4927 0.000
H 4.2394 1.5686 0.5240 0.005
H 6.6379 1.9474 0.0339 0.004
H 7.5964 1.1719 -2.1083 0.002
H 6.1895 -0.0174 -3.7543 0.004
H 3.8011 -0.4171 -3.2875 0.007
H 2.0972 1.9384 -2.5593 0.001
H 1.2401 4.2365 -2.4700 0.000
H 0.1097 5.0624 -0.4340 0.001
H -0.2151 3.5643 1.4918 0.001
H 0.5974 1.2494 1.4209 0.001
C -3.4388 0.0930 -4.3588 0.007
O -3.5859 -0.3471 -2.9762 0.007
C -2.6098 -0.0700 -2.1880 0.089
O -1.5435 0.4649 -2.4356 0.252
H -4.0723 -0.5656 -4.9417 0.000
H -2.3991 0.0131 -4.6631 0.003
H -3.7839 1.1219 -4.4212 0.001
```

LUMO energy (spin up / spin down) = -3.302 / -5.890 eV
<S²> = 8.860
E = -128304.170 eV
Charge = +1
HOMO level (spin up / spin down) = -11.53 / -11.49 eV
Gap between HOMO and LUMO (spin up / spin down) = 8.2 / 5.6 eV
2S+1 = 6
Maximum force = 0.6 eV/A